Molecular formula: C41H24Br2InN9O6S2
Method: DFT, ωB97M-V/def2-TZVPD

Properties
* charge: -2
* energy relative to the best compared isomer or geometry (same formula, charge and spin): 25.8 kcal per mole
* Kohn-Sham gap: 0.2431 hartree
* highest occupied orbital energy: -3.20 eV
* E_tot: -235532.9467 eV
* maximum force: 1.512 eV/Å
* E_LUMO: 3.415 eV

Atoms and positions in Å:
C -1.425 5.597 0.315
S 0.960 2.535 -0.462
H 5.032 0.922 1.749
C 0.505 -0.930 5.346
H 1.475 -2.391 1.590
C 3.165 -1.341 -4.232
H -4.269 -3.633 -2.197
C -1.541 -1.654 -2.043
C -2.983 -2.672 3.832
C -0.872 -1.562 3.463
C -0.453 3.409 -0.098
C -3.304 -2.955 -0.408
N -1.691 2.845 0.027
N 2.160 -0.573 0.961
H -4.091 -3.047 2.079
H 3.795 -1.640 -5.060
O -0.172 1.291 2.112
O 5.324 -4.556 6.062
O 7.432 -4.934 4.872
H 0.656 5.205 -0.013
C 1.007 1.319 -5.749
C 4.290 0.140 1.741
C -1.550 -2.093 5.761
H -1.311 6.664 0.436
Br 2.991 -0.099 -7.200
H 3.528 -2.896 2.968
N 1.031 1.645 2.393
N 1.537 -0.592 -2.117
H 0.856 1.830 -6.690
C -2.299 -2.169 0.171
C 2.448 -1.520 -1.967
H -2.259 -2.557 6.435
C 4.460 -1.038 2.469
C 3.285 -1.937 -3.007
C 0.313 2.985 4.285
C 6.637 -2.562 4.916
C -0.421 -1.490 6.240
C -3.457 -3.052 -1.776
C 5.652 -1.287 3.303
O -0.528 1.152 -2.491
C 0.299 -0.984 3.996
Br -1.156 2.927 -4.842
C 0.213 1.617 -4.663
H 6.876 0.371 2.598
H -3.724 -3.101 4.499
C 1.380 -0.003 -3.304
C 1.975 0.346 -5.632
H -3.991 -3.512 0.213
H 2.517 -1.966 -0.988
In -0.075 0.193 -0.085
N 5.606 -2.336 4.126
O -1.919 1.579 -0.083
N 3.748 2.905 3.895
H -2.658 -2.460 -3.677
H 1.397 -0.468 5.742
C -0.339 4.797 0.066
H 2.971 1.238 0.448
C 7.819 -0.815 4.121
H -0.232 -1.447 7.305
C 6.788 -0.476 3.259
N -1.061 -1.593 2.129
S 6.698 -4.133 5.852
H 8.743 -0.245 4.144
C -1.808 -2.121 4.377
C 2.636 2.691 3.691
O 7.430 -3.861 7.079
H 4.010 -2.718 -2.832
H -0.837 -1.169 -2.694
C -2.676 4.993 0.406
N -0.517 3.456 4.930
C -1.426 -1.492 -0.679
C 2.305 -1.698 1.650
C 1.281 2.416 3.429
C -2.560 -2.404 -2.603
C 3.130 0.325 1.009
C 3.430 -1.980 2.406
H 1.018 -0.581 3.310
C -2.166 -2.105 1.637
C -3.171 -2.653 2.483
C -2.757 3.631 0.265
H -3.569 5.567 0.591
C 2.199 -0.333 -4.425
H -3.690 3.091 0.329
C 0.290 0.959 -3.413
N 7.747 -1.839 4.951

Cartesian forces (eV/Å) of the 6 atoms listed first:
C 0.08 -0.18 -0.07
S 0.37 -0.58 -0.01
H 0.00 0.09 0.04
C 0.14 0.03 -0.19
H 0.00 -0.07 0.06
C 0.06 -0.12 0.12

Molecular formula: C14H11NO3
Method: DFT, ωB97M-V/def2-TZVPD

Properties
* structure (SMILES): CC1(C)C(=O)N=C2c3ccccc3C(=O)C(=O)[C@@H]21
* energy relative to the best compared isomer or geometry (same formula, charge and spin): 86.4 kcal per mole
* Kohn-Sham gap: 0.3143 hartree
* highest occupied orbital energy: -9.81 eV
* E_tot: -22326.7528 eV
* maximum force: 6.139 eV/Å
* E_LUMO: -1.260 eV

Atoms and positions in Å:
C 0.663 -0.449 1.676
H -2.076 -3.348 -2.996
C 0.572 0.586 0.487
C -0.982 2.233 0.055
C -0.122 -2.327 0.124
C 0.015 -3.572 -0.418
O -1.552 3.181 -0.337
H -2.301 -0.917 -2.159
H -0.550 -4.869 -1.869
H 0.656 -4.312 0.016
N -1.611 1.090 -0.288
H 0.394 4.092 1.679
H -0.298 2.745 2.598
C -1.485 -2.911 -2.209
H 1.383 0.245 -0.062
C -1.558 -1.594 -1.688
H 1.427 2.948 2.501
C 0.592 -1.884 1.302
C 1.370 2.829 -0.541
O 0.939 -0.093 2.771
H 1.246 2.254 -1.502
H 1.032 3.835 -0.876
C -0.702 0.142 -0.258
C -0.745 -1.286 -0.614
C 0.542 2.995 1.895
O 0.932 -2.774 2.038
C 0.432 2.166 0.566
H 2.450 2.831 -0.304
C -0.665 -3.835 -1.585

Cartesian forces (eV/Å) of the 6 atoms listed first:
C 0.82 3.11 -0.90
H -0.32 0.71 -0.43
C -1.81 -0.37 1.15
C 0.40 0.93 -0.75
C 0.74 3.38 -1.85
C -0.27 0.16 -0.12

Molecular formula: C24H66N6O6
Method: DFT, ωB97M-V/def2-TZVPD

Properties
* structure (SMILES): COC[C@H](C)N.COC[C@H](C)N.COC[C@H](C)N.COC[C@H](C)N.COC[C@H](C)N.COC[C@H](C)N
* energy relative to the best compared isomer or geometry (same formula, charge and spin): 85.7 kcal per mole
* Kohn-Sham gap: 0.3293 hartree
* highest occupied orbital energy: -8.38 eV
* E_tot: -47177.9993 eV
* maximum force: 3.011 eV/Å
* E_LUMO: 0.576 eV

Atoms and positions in Å:
H 0.554 -1.022 -3.293
H -1.740 -0.843 -0.420
H -7.645 1.234 -2.877
H 1.564 2.317 -0.754
H -5.189 -0.735 -1.042
H 2.416 1.038 -1.639
C -1.491 1.205 1.630
C -6.951 2.045 -3.098
H -5.562 2.947 2.483
N -0.852 -0.443 -0.155
O -0.680 0.803 2.720
C 0.649 1.288 2.683
O 3.297 3.807 0.355
H 6.914 -0.732 0.294
H -3.031 -2.424 -0.770
H 1.137 1.145 3.647
H -3.283 -2.095 3.744
C 6.821 -0.349 1.311
C -4.712 -1.125 -0.143
C 4.643 0.008 1.462
H 2.801 4.020 -2.241
H -7.533 2.617 -3.820
H 4.780 4.201 -0.975
H 4.655 2.485 -0.501
C 3.246 3.066 -1.955
C -5.367 2.401 1.559
C -0.957 0.913 0.175
H 8.437 1.102 1.630
H 1.169 -4.502 -4.153
H 4.501 -0.658 0.610
O 5.806 0.674 1.307
H -2.957 1.187 -0.826
C 2.141 2.093 -1.652
H -1.602 2.289 1.606
H 4.763 3.218 -3.159
H -0.619 -0.918 0.705
H 4.935 4.605 1.362
C -2.395 -2.339 3.161
C 4.164 3.847 1.503
H 0.640 2.343 2.409
H -0.810 -5.521 0.094
H -1.591 0.976 -1.912
C 8.121 0.123 1.990
N 4.040 2.529 -3.012
H 7.165 0.813 3.645
H 3.505 2.636 -3.862
H -5.505 -3.852 -0.510
H 9.310 -0.972 0.619
H -5.259 -2.703 -1.717
C -3.988 -2.529 -0.260
H 4.723 2.926 1.670
H -7.745 2.017 0.958
H -1.524 -1.854 3.601
H 10.243 -0.334 1.912
C 4.094 3.380 -0.770
H -4.490 -2.968 1.801
H 9.138 -1.748 2.193
H 1.077 0.684 1.883
H -5.764 3.972 0.222
H -6.018 1.655 -3.505
H -4.295 2.542 1.420
C 0.713 -3.512 -4.141
N -7.575 2.993 0.762
O -6.581 2.858 -2.061
C -1.900 1.415 -0.963
H -0.770 -3.109 -2.676
H -6.339 1.190 -0.915
C -6.191 2.985 0.402
H -2.417 0.657 1.807
H -5.518 -1.183 0.588
H -3.154 -3.952 1.205
H 3.786 0.681 1.486
H -2.394 -3.420 3.301
H 1.358 2.064 -2.409
H 4.775 -0.591 2.363
H 7.841 -0.586 3.826
C 9.278 -0.789 1.693
H 1.239 -2.840 -4.820
H 3.536 3.994 2.381
H -1.949 2.504 -0.958
H 1.705 -3.750 -1.181
C -3.598 -2.957 1.175
N 0.798 -1.643 -2.534
H 0.178 -6.961 -0.554
H -4.873 2.136 -1.146
C -5.944 2.206 -0.956
H -3.990 -0.355 0.129
C 0.089 -5.885 -0.404
H -0.209 -3.763 -4.666
H 0.047 -3.411 -0.659
N 8.018 0.321 3.417
H 0.063 1.259 0.007
O 0.242 -5.140 -1.617
H -5.467 1.365 1.882
H -8.116 3.087 -0.086
H 0.901 -5.745 0.310
N -4.836 -3.388 -1.107
O -2.682 -2.056 1.751
H 0.544 -1.115 -1.711
H 6.534 -1.220 1.900
C 0.313 -2.987 -2.709
C 0.654 -3.842 -1.456

Cartesian forces (eV/Å) of the 6 atoms listed first:
H 0.03 -0.31 -0.37
H -0.18 0.00 0.05
H 0.14 -0.41 0.71
H 0.45 0.20 0.21
H 0.21 -0.49 -0.45
H 0.71 0.04 0.35

Molecular formula: C39H43As2ClCoSi2
Method: DFT, ωB97M-V/def2-TZVPD

Properties
* multiplicity: 5
* charge: +1
* energy relative to the best compared isomer or geometry (same formula, charge and spin): 100.4 kcal per mole
* Kohn-Sham gap (spin up / spin down): 0.1898 / 0.2423 hartree
* highest occupied orbital energy (spin up / spin down): -8.41 / -10.39 eV
* E_tot: -228709.8881 eV
* maximum force: 5.044 eV/Å
* E_LUMO (spin up / spin down): -3.242 / -3.800 eV

Atoms and positions in Å:
C 3.026 -1.317 -3.136
C 0.812 -0.110 -1.021
C 3.570 -4.209 0.532
C 2.747 1.918 -6.316
H -0.766 1.323 -4.696
C 0.543 1.347 -0.970
C -4.464 2.435 0.742
C -4.122 -0.269 5.490
As -0.885 -0.629 2.816
H 3.520 1.756 -4.309
H 0.929 -1.460 1.182
C -2.847 -0.496 4.954
Co -1.000 1.715 0.423
C 0.343 1.644 -6.533
H 1.626 -0.441 -0.384
H -3.542 -0.546 -0.936
C -0.828 1.781 -1.426
H 2.312 -4.846 -1.113
H -0.040 0.515 4.910
H -4.347 -0.605 6.504
H -2.766 3.999 2.283
C 3.052 -0.084 -2.466
C 1.497 -3.118 -0.110
H -1.531 2.748 4.276
H -1.034 2.850 -1.577
H -1.710 -1.161 -3.004
H 1.296 -0.132 3.901
H -5.440 1.949 0.660
H -0.933 4.431 0.294
C -1.129 -0.497 -2.358
C 0.218 2.643 2.897
C -1.118 -2.569 2.917
H -4.217 2.979 -0.174
H 1.241 2.031 -0.462
H 0.331 -1.247 4.920
H 4.301 -5.001 0.376
H 1.691 1.989 -8.197
C -1.766 3.580 2.223
C 1.675 -2.239 0.968
H 4.666 -3.336 2.185
C -0.089 -1.058 -1.594
H -4.433 3.103 1.603
C -4.815 0.809 3.425
C -0.814 3.776 1.156
C 2.821 -2.284 1.765
H -2.339 1.207 -2.853
C 4.149 0.231 -1.664
C 0.219 1.471 -5.147
H -0.552 1.604 -7.160
H 5.942 -2.676 -1.989
H -5.055 -0.234 0.014
C -2.582 -0.097 3.641
C 0.430 3.155 1.592
H 0.971 2.202 3.542
H 2.939 -1.548 2.559
C -3.559 0.558 2.872
Cl -1.697 -3.519 -0.525
C 3.779 -3.275 1.551
C 5.135 -1.950 -2.122
H -2.073 -0.981 5.551
C 2.620 1.739 -4.934
H 4.177 1.199 -1.158
C -5.099 0.381 4.732
H -5.577 1.326 2.842
C -1.466 0.847 -2.308
C 0.307 -0.335 4.319
H -6.091 0.556 5.152
H -3.789 -1.368 0.644
C 1.598 1.865 -7.117
H 0.322 -3.855 -2.375
H 2.181 -1.568 -3.786
H -0.342 -3.029 2.300
C -3.986 -0.465 0.060
H 3.992 -3.221 -3.450
H -1.025 -2.858 3.967
H -0.556 0.464 1.297
H 6.048 -0.439 -0.886
C 5.186 -0.698 -1.500
H 3.735 2.075 -6.761
H 1.384 3.205 1.069
Si 1.477 1.027 -2.480
Si 0.101 -2.913 -1.338
C 4.050 -2.252 -2.949
C 2.448 -4.131 -0.297
C -1.111 2.936 3.294
As -3.122 1.033 0.974
C 1.365 1.476 -4.325
H -2.114 -2.809 2.530

Cartesian forces (eV/Å) of the 6 atoms listed first:
C -0.04 -0.14 0.12
C -0.26 -0.46 0.79
C 0.11 -0.05 0.06
C -0.45 -0.02 0.28
H 0.36 -0.05 -0.28
C 0.07 1.28 0.25

Molecular formula: C3H4N2
Method: DFT, ωB97M-V/def2-TZVPD

Properties
* structure (SMILES): N#C/C=C/N
* energy relative to the best compared isomer or geometry (same formula, charge and spin): 35.1 kcal per mole
* Kohn-Sham gap: 0.3349 hartree
* highest occupied orbital energy: -8.60 eV
* E_tot: -6154.3790 eV
* maximum force: 5.715 eV/Å
* E_LUMO: 0.515 eV

Atoms and positions in Å:
H -1.200 0.822 0.095
H -0.436 1.751 -1.646
H 0.582 -1.619 -0.138
C 0.240 -0.767 0.424
C 0.214 -0.852 1.817
N 0.057 -1.099 2.976
H 0.852 0.659 -1.931
N -0.007 0.832 -1.408
C -0.303 0.272 -0.190

Cartesian forces (eV/Å) of the 6 atoms listed first:
H 0.50 0.03 1.50
H 0.42 -1.55 0.44
H 1.01 0.16 -0.11
C 0.52 -0.90 -0.11
C -1.90 -2.03 4.99
N 0.99 1.28 -4.11

Molecular formula: HNO4S
Method: DFT, ωB97M-V/def2-TZVPD

Properties
* structure (SMILES): O=S(#[N+][O-])OO
* energy relative to the best compared isomer or geometry (same formula, charge and spin): 101.6 kcal per mole
* Kohn-Sham gap (spin up / spin down): 0.3011 / 0.2993 hartree
* highest occupied orbital energy (spin up / spin down): -9.70 / -9.67 eV
* E_tot: -20523.6607 eV
* maximum force: 5.400 eV/Å
* E_LUMO (spin up / spin down): -1.509 / -1.526 eV

Atoms and positions in Å:
O 1.956 -2.483 0.053
S 2.169 0.131 -0.508
N 1.731 -1.313 0.286
O 0.369 1.760 -0.723
O 3.320 0.301 0.301
H -0.166 2.447 -0.192
O 0.727 0.974 0.386

Cartesian forces (eV/Å) of the 6 atoms listed first:
O -0.08 3.09 -0.94
S -2.28 1.93 -0.77
N -1.28 -4.45 2.78
O -2.34 2.88 0.73
O 1.93 0.57 0.88
H 1.09 -1.16 -1.64

Molecular formula: CH3IN2O2
Method: DFT, ωB97M-V/def2-TZVPD

Properties
* energy relative to the best compared isomer or geometry (same formula, charge and spin): 161.4 kcal per mole
* Kohn-Sham gap (spin up / spin down): 0.2180 / 0.2464 hartree
* highest occupied orbital energy (spin up / spin down): -7.52 / -7.84 eV
* E_tot: -16253.4117 eV
* maximum force: 4.228 eV/Å
* E_LUMO (spin up / spin down): -1.590 / -1.135 eV

Atoms and positions in Å:
I 0.391 -0.797 1.857
O 3.289 -0.298 0.809
H -0.219 0.909 -1.146
N 2.622 -0.323 1.789
C -1.274 0.630 -0.889
H -1.884 0.561 -1.828
H -1.705 1.277 -0.145
O -1.194 -0.745 -0.384
N -0.026 -1.214 -0.062

Cartesian forces (eV/Å) of the 6 atoms listed first:
I 0.36 0.00 1.26
O -3.19 -0.27 2.77
H -0.98 0.07 0.20
N 3.47 0.65 -2.24
C 1.32 -1.18 -1.39
H 0.44 0.28 1.00

Molecular formula: C32H30CaCl4N10O2S4
Method: DFT, ωB97M-V/def2-TZVPD

Properties
* energy relative to the best compared isomer or geometry (same formula, charge and spin): 41.8 kcal per mole
* Kohn-Sham gap: 0.2643 hartree
* highest occupied orbital energy: -7.27 eV
* E_tot: -164541.0710 eV
* maximum force: 1.837 eV/Å
* E_LUMO: -0.076 eV

Atoms and positions in Å:
C 1.880 0.014 -1.492
H -2.983 -2.607 5.150
H 1.660 4.462 1.967
H -0.699 -5.271 -3.921
Ca -0.390 1.097 0.636
H 6.189 -3.039 -1.274
C -2.268 -2.314 -3.449
C -1.339 -1.726 -2.610
C 1.883 0.675 -3.835
N -1.935 2.653 1.793
C 1.803 1.251 -6.167
H 2.985 -0.855 -3.005
Cl -3.904 1.999 -0.869
H -1.279 -2.196 5.375
C -5.308 1.701 0.167
C 3.790 -1.195 1.289
H -3.792 5.628 3.377
H 2.948 -0.386 -5.375
N 2.390 -0.075 -2.793
C 2.862 3.217 3.254
H -3.821 -3.410 3.300
H 3.652 -4.958 0.433
H 5.543 -1.131 0.058
N 5.662 -3.671 -0.699
N -3.953 -2.607 2.710
N -0.738 2.918 -0.644
H 5.415 -4.529 -1.156
H 1.900 -3.945 1.862
N 1.155 2.396 1.928
C 0.016 -3.675 -2.693
C -2.937 -1.728 2.536
C 0.617 1.920 -2.142
C 1.896 3.482 2.362
C 2.274 0.436 -5.155
C 3.687 -3.901 0.676
H 3.842 -0.141 1.537
C 2.763 -1.987 1.794
H -1.154 -1.306 3.223
H 0.578 2.942 -6.689
H -4.563 -2.716 1.920
C -3.221 3.569 3.586
C -2.013 -2.557 4.658
H -4.991 1.043 0.962
H -1.308 4.899 -0.681
C -0.176 -2.376 -2.181
C -2.647 4.927 1.704
Cl -1.660 -0.113 -2.079
H 2.634 -0.189 -0.745
O 1.936 -1.093 4.099
H -1.703 -3.559 4.339
C -1.301 3.954 -0.150
H -2.681 5.863 1.157
N 1.083 1.116 -1.184
H -6.084 1.256 -0.439
H -3.703 3.421 4.544
C -1.981 3.842 1.159
H -0.137 3.339 -4.330
N -0.184 2.967 -1.887
C -2.547 2.529 2.972
S 1.447 -1.322 2.757
C 1.011 1.727 -3.548
C 4.746 -1.751 0.458
S 0.902 -1.738 -0.944
O 0.351 -2.245 2.611
C -2.043 -3.592 -3.922
C 2.721 -3.345 1.488
S -2.866 -0.760 1.144
C 0.937 2.308 -5.888
C 1.577 1.267 2.469
S 2.884 1.530 3.621
C -3.269 4.791 2.934
H 3.554 3.899 3.731
C -0.895 -4.272 -3.554
H -3.161 -1.763 -3.721
H -2.770 -4.067 -4.570
N 0.986 0.073 2.089
Cl 1.412 -4.619 -2.244
N -2.059 -1.619 3.540
C 4.695 -3.107 0.125
C 0.542 2.535 -4.583
H 2.116 1.063 -7.187
H -2.499 1.549 3.434
Cl -5.961 3.192 0.880

Cartesian forces (eV/Å) of the 6 atoms listed first:
C -0.72 -0.04 -0.43
H 0.01 0.03 0.02
H -0.01 -0.11 0.03
H -0.01 0.05 0.05
Ca -1.19 -1.39 0.12
H 0.03 0.07 -0.08